[1]
C4H8ClN | ωB97M-V with the def2-TZVPD basis set

XYZ file:
```
14
Properties=species:S:1:pos:R:3:lowdin_charge:R:1
C -0.87912 0.76759 0.48366 -0.0134
C 2.36892 1.00238 -0.26281 -0.0815
C -2.63721 -0.88371 -0.09408 -0.0640
C 2.90761 -0.06839 0.26849 -0.6108
N -1.79138 0.33434 -0.30515 -0.1646
Cl 4.62180 -0.33429 -0.03329 0.5235
H -0.88477 0.21468 1.44258 0.0129
H 1.38657 1.07118 -0.00801 -0.0455
H -1.73500 0.59116 -1.27949 0.1064
H 2.86559 1.65040 -0.80654 0.0098
H -2.43680 -1.29207 0.82590 0.0395
H -2.52215 -1.62005 -1.00224 0.1219
H -3.64664 -0.53866 -0.14585 0.0616
H 2.38260 -0.89456 0.91683 0.1041
```

Output
**HOMO level**: -8.3 eV
**Relative energy (zero: lowest compared OMol25 entry of this formula, charge and spin)**: 342.9 kJ/mol
**Max |F|**: 4.6 eV/A
**Orbital gap**: 9.07 eV
**Electronic energy**: -672.0061 Eh

[2]
C4H8ClN | ωB97M-V with the def2-TZVPD basis set

XYZ file:
```
14
Properties=species:S:1:pos:R:3:lowdin_charge:R:1
C 2.02914 -1.04655 -0.11501 -0.0884
C 0.54516 -0.66340 -0.16866 -0.2266
C -0.05668 0.34300 0.36824 -0.0113
C -1.90335 0.52030 0.00060 -0.6794
N -2.47611 1.14396 1.06988 -0.0395
Cl -2.51437 -1.17170 -0.44932 0.4767
H 2.68399 -0.53225 0.61930 0.0781
H 2.51836 -0.88900 -1.13493 0.0914
H 2.10072 -2.12086 -0.05959 0.0531
H -0.11567 -1.26354 -0.73179 0.0254
H 0.17774 1.03693 1.08689 0.0508
H -2.15166 1.02206 -0.96956 0.0789
H -3.56445 1.08025 1.11436 0.1365
H -2.07849 0.68098 1.85004 0.0543
```

Output
**HOMO level**: -9.8 eV
**SMILES**: C/C=C/[C@H](N)Cl
**Relative energy (zero: lowest compared OMol25 entry of this formula, charge and spin)**: 156.5 kJ/mol
**Max |F|**: 5.8 eV/A
**Orbital gap**: 10.84 eV
**Electronic energy**: -672.0771 Eh

[3]
C4H8ClN2 | ωB97M-V with the def2-TZVPD basis set

XYZ file:
```
15
Properties=species:S:1:pos:R:3:lowdin_charge:R:1
C -1.03072 -1.78167 -0.66363 -0.0895
C -0.23477 -0.70322 1.12796 -0.0006
C -0.45556 0.22091 0.05850 -0.2686
C -0.23841 1.65647 -0.24524 -0.0315
N -0.67552 -1.92580 0.62107 0.1037
N -0.88775 -0.55120 -1.01357 0.1386
Cl 2.88822 -0.14435 0.20408 0.3913
H -1.66394 -2.58351 -1.25440 0.2121
H 3.84413 0.37918 -0.35608 -0.2694
H 0.05654 -0.47138 2.18502 0.1579
H -0.92549 1.99736 -1.06818 0.1032
H 0.76148 1.94022 -0.57166 0.0694
H -0.54002 2.21150 0.72757 0.1319
H -0.57205 -2.83237 1.06260 0.1811
H -1.14484 -0.07600 -1.84257 0.1704
```

Output
**HOMO level**: -14.0 eV
**Relative energy (zero: lowest compared OMol25 entry of this formula, charge and spin)**: 50.5 kJ/mol
**Max |F|**: 4.8 eV/A
**Orbital gap**: 10.78 eV
**Electronic energy**: -726.6742 Eh
**Charge**: +1

[4]
C4H8ClN2P | ωB97M-V with the def2-TZVPD basis set

XYZ file:
```
16
Properties=species:S:1:pos:R:3:lowdin_charge:R:1
C 1.48204 2.45855 -0.22250 -0.0479
C 1.11121 1.07399 0.32178 -0.4166
N 2.04359 0.26872 0.72672 -0.1135
N 1.78831 -0.81056 1.36770 -0.2480
P 0.02463 -1.05024 1.28241 0.5926
C -1.47613 -2.20771 0.85868 -0.2418
Cl -0.67375 -0.57955 3.15603 0.2626
C -0.30379 0.50366 0.35083 -0.2759
H 2.45207 2.77905 0.22549 0.0863
H 0.64984 3.09085 0.12494 0.0710
H 1.56923 2.48329 -1.28121 0.0502
H -2.09587 -1.52595 0.23983 0.0320
H -0.96756 -2.99175 0.24050 0.0406
H -2.18515 -2.56453 1.60984 0.0295
H -0.99085 1.20354 0.91556 0.1085
H -0.68289 0.10457 -0.57524 0.0706
```

Output
**HOMO level (spin up / spin down)**: -7.8 / -7.8 eV
**SMILES**: CC1=NN=[P@@](C)(Cl)C1
**Relative energy (zero: lowest compared OMol25 entry of this formula, charge and spin)**: 170.7 kJ/mol
**Max |F|**: 4.0 eV/A
**Orbital gap (spin up / spin down)**: 7.80 / 7.80 eV
**Electronic energy**: -1068.1829 Eh

[5]
C4H8ClNO | ωB97M-V with the def2-TZVPD basis set

XYZ file:
```
15
Properties=species:S:1:pos:R:3:lowdin_charge:R:1
C -2.18623 1.13526 1.29229 -0.1186
O -0.93163 1.60483 0.77771 -0.1358
C -0.00053 0.83001 0.14997 -0.1644
C -0.02826 -0.45834 -0.22348 -0.6329
Cl -1.40660 -1.51119 -0.00292 0.6751
C 1.08590 -1.10596 -0.96766 -0.3196
N 2.37667 -0.38878 -0.84229 0.0103
H -2.56231 1.96977 1.87726 0.0808
H -2.07594 0.23165 1.94738 0.0782
H -2.89980 0.91723 0.45141 0.0907
H 0.87469 1.36958 -0.12176 0.1125
H 0.86108 -1.11135 -2.03942 0.1154
H 1.09430 -2.17360 -0.72260 0.0923
H 2.85771 -0.55885 0.00672 0.0594
H 2.94097 -0.75027 -1.58261 0.0569
```

Output
**HOMO level**: -8.4 eV
**SMILES**: CO/C=C(\Cl)CN
**Relative energy (zero: lowest compared OMol25 entry of this formula, charge and spin)**: 131.4 kJ/mol
**Max |F|**: 1.8 eV/A
**Orbital gap**: 9.31 eV
**Electronic energy**: -747.3485 Eh

[6]
C4H8ClNO | ωB97M-V with the def2-TZVPD basis set

XYZ file:
```
15
Properties=species:S:1:pos:R:3:lowdin_charge:R:1
C 0.55149 -0.76768 1.28040 -0.0376
C -0.71173 -1.56308 0.85635 -0.0584
C 0.01501 -0.71262 -0.13490 -0.4751
C -0.17225 1.85581 -1.21929 -0.2171
N -0.99987 0.85348 -0.54145 -0.5004
O 0.73798 -1.04690 -1.23387 0.0016
Cl -2.22241 0.20795 -1.60016 0.5450
H 0.43179 0.14263 1.91418 0.1165
H 1.59723 -1.00416 1.15447 0.1006
H -1.00035 -2.56410 0.69245 0.0920
H -1.58398 -0.98713 1.11204 0.0891
H 0.61392 2.12933 -0.57494 0.0638
H 0.08985 1.54581 -2.28888 0.0869
H -0.74650 2.70723 -1.45672 0.0439
H 0.07755 -1.42054 -1.93512 0.1492
```

Output
**HOMO level**: -8.6 eV
**Relative energy (zero: lowest compared OMol25 entry of this formula, charge and spin)**: 407.7 kJ/mol
**Max |F|**: 3.8 eV/A
**Orbital gap**: 9.42 eV
**Electronic energy**: -747.2433 Eh

electronic energy of number 6 (C4H8ClNO)? -747.2433 Eh